{"formula": "C4H12", "method": "wB97M-V/def2-TZVPD", "lumo_energy_ev": [4.28, 4.42], "multiplicity": 2, "total_charge": -1, "homo_lumo_gap_ev": [2.759, 11.870], "e_tot_ha": -159.489834, "molar_mass_g_mol": 60.140, "e_homo_ev": [1.5, -7.5], "relative_energy_kj_mol": 105.8, "elements": ["C", "C", "C", "C", "H", "H", "H", "H", "H", "H", "H", "H", "H", "H", "H", "H"], "positions_angstrom": [[-0.17428, -1.03736, 2.19120], [0.23981, 0.51587, -1.91468], [-0.99119, 0.29941, -2.77463], [0.84178, 0.09583, 2.45294], [-1.74529, 0.91335, -2.29378], [1.40166, 0.26176, 1.55380], [-0.87950, -0.60498, 1.37733], [-0.80693, -1.01871, 3.12952], [1.64837, -0.31880, 3.26988], [0.34964, 1.04377, 2.73415], [0.55904, 1.62086, -1.72842], [-1.32185, -0.77012, -2.85933], [0.23408, 0.02009, -0.90292], [1.03987, 0.09001, -2.51269], [0.36526, -1.85978, 1.94439], [-0.76047, 0.74878, -3.66675]], "lowdin_charge": [-0.421, -0.318, -0.305, -0.344, 0.029, 0.005, 0.045, 0.034, 0.084, 0.025, 0.067, 0.060, 0.040, 0.023, -0.030, 0.006]}